w | {"formula": "C5H6N2", "method": "ωB97M-V with the def2-TZVPD basis set", "species": ["C", "C", "C", "N", "N", "C", "C", "H", "H", "H", "H", "H", "H"], "xyz": [[-3.692, -1.798, -2.110], [-1.612, -0.865, -1.220], [-0.746, -0.180, -0.757], [-2.631, -1.406, -1.749], [0.747, 0.537, 1.932], [0.570, 0.537, -0.514], [1.436, 0.243, 0.707], [-0.097, 1.098, 1.687], [0.459, -0.281, 2.489], [1.093, 0.387, -1.450], [0.460, 1.654, -0.430], [1.716, -0.826, 0.826], [2.297, 0.899, 0.589]], "nbo_charge": [0.3550, 0.1134, 0.0424, -0.5598, -0.8400, -0.4832, -0.2028, 0.3530, 0.3713, 0.2442, 0.2277, 0.1934, 0.1855], "e_homo_ev": -9.528, "multiplicity": 1}



x | {"formula": "C5H6N2", "method": "ωB97M-V with the def2-TZVPD basis set", "species": ["C", "C", "N", "C", "N", "C", "C", "H", "H", "H", "H", "H", "H"], "xyz": [[-0.914, -0.775, -1.759], [-1.002, 0.514, -1.275], [-0.322, 0.443, -0.083], [0.146, -0.811, 0.046], [-0.175, -1.610, -0.936], [0.957, -0.493, 1.287], [0.453, 0.975, 1.049], [-1.358, -1.156, -2.670], [-1.500, 1.396, -1.648], [2.037, -0.623, 1.192], [0.609, -0.951, 2.217], [1.231, 1.679, 0.741], [-0.162, 1.411, 1.840]], "nbo_charge": [-0.0828, -0.1259, -0.3471, 0.3477, -0.4646, -0.4305, -0.1790, 0.2079, 0.2217, 0.2251, 0.2240, 0.2024, 0.2012], "e_homo_ev": -8.596, "multiplicity": 1, "smiles": "c1cn2c(n1)CC2"}



y | {"formula": "C5H6N2", "method": "ωB97M-V with the def2-TZVPD basis set", "species": ["C", "C", "C", "C", "C", "N", "N", "H", "H", "H", "H", "H", "H"], "xyz": [[1.878, 0.370, 1.585], [1.624, -0.918, 1.357], [-1.323, 0.683, -0.296], [-1.290, -0.279, -1.203], [1.296, -0.034, 0.300], [1.460, 0.014, -2.043], [1.679, -0.013, -0.928], [2.118, 1.200, 2.137], [1.714, -1.917, 1.660], [-2.128, 0.548, 0.447], [-0.776, 1.544, -0.488], [-0.373, -0.353, -1.909], [-1.914, -1.185, -1.053]], "nbo_charge": [-0.1390, -0.1269, -0.4122, -0.3995, -0.0582, -0.0948, -0.0114, 0.2314, 0.2321, 0.1988, 0.1926, 0.2071, 0.1799], "e_homo_ev": [-7.041, -7.041], "multiplicity": 1}



z | {"formula": "C5H6N2", "method": "ωB97M-V with the def2-TZVPD basis set", "species": ["C", "N", "C", "C", "C", "C", "N", "H", "H", "H", "H", "H", "H"], "xyz": [[1.572, -0.735, 1.084], [2.462, -0.504, 0.231], [1.271, 0.442, 0.303], [0.243, 0.410, -0.809], [-1.171, 0.520, -0.262], [-2.083, -0.604, -0.242], [-1.546, -0.422, 0.877], [1.329, -1.463, 1.849], [1.477, 1.425, 0.732], [0.365, -0.528, -1.364], [0.425, 1.228, -1.518], [-1.574, 1.529, -0.167], [-2.770, -1.297, -0.714]], "nbo_charge": [0.0639, -0.3096, -0.1336, -0.4577, -0.1333, 0.0588, -0.3148, 0.2153, 0.1830, 0.2138, 0.2194, 0.1844, 0.2107], "e_homo_ev": -9.823, "multiplicity": 1, "smiles": "C1=N[C@H]1C[C@H]1C=N1"}



Most favorable first, least favorable last: x, w, z, y



w | {"formula": "C5H3NO", "method": "ωB97M-V with the def2-TZVPD basis set", "species": ["C", "C", "C", "C", "O", "C", "N", "H", "H", "H"], "xyz": [[-1.512, 0.920, 1.414], [-0.514, 0.773, 0.758], [0.709, 0.637, -0.025], [0.837, -0.625, -0.867], [1.780, -0.808, -1.596], [-0.243, -1.632, -0.792], [-1.081, -2.427, -0.820], [-2.391, 1.015, 2.009], [0.831, 1.480, -0.718], [1.584, 0.667, 0.637]], "nbo_charge": [-0.1783, -0.0477, -0.5736, 0.5132, -0.4442, 0.1600, -0.2247, 0.2433, 0.2762, 0.2759], "e_homo_ev": -10.783, "multiplicity": 1, "smiles": "C#CCC(=O)C#N"}



x | {"formula": "C5H3NO", "method": "ωB97M-V with the def2-TZVPD basis set", "species": ["O", "C", "C", "C", "C", "C", "N", "H", "H", "H"], "xyz": [[-1.643, -0.146, 1.141], [-0.705, 0.253, 0.307], [-0.377, -0.874, -0.590], [0.804, 0.198, 0.643], [1.949, -0.250, 0.773], [-0.979, 1.531, -0.415], [-1.280, 2.513, -0.975], [-0.404, -0.817, -1.685], [-0.330, -1.847, -0.108], [2.966, -0.560, 0.909]], "nbo_charge": [-0.6126, 0.0632, 0.0472, -0.0471, -0.1271, 0.2471, -0.2818, 0.2210, 0.2339, 0.2561], "e_homo_ev": [-10.066, -9.042], "multiplicity": 1}



y | {"formula": "C5H3NO", "method": "ωB97M-V with the def2-TZVPD basis set", "species": ["N", "C", "C", "C", "C", "C", "O", "H", "H", "H"], "xyz": [[-0.711, -0.839, -3.147], [-0.608, -0.678, -2.005], [-0.394, -0.333, -0.645], [-0.265, 0.907, -0.109], [0.357, 0.721, 1.148], [0.452, -0.624, 1.338], [0.005, -1.283, 0.245], [-0.535, 1.858, -0.540], [0.922, 1.528, 1.563], [0.777, -1.258, 2.153]], "nbo_charge": [-0.2779, 0.2382, 0.1295, -0.2197, -0.3255, 0.1265, -0.3708, 0.2426, 0.2402, 0.2168], "e_homo_ev": -9.451, "multiplicity": 1, "smiles": "N#Cc1ccco1"}



z | {"formula": "C5H3NO", "method": "ωB97M-V with the def2-TZVPD basis set", "species": ["C", "C", "C", "C", "N", "O", "C", "H", "H", "H"], "xyz": [[2.623, 0.708, 0.249], [1.403, 0.460, 0.236], [0.045, 0.110, 0.122], [-0.539, -1.193, 0.078], [-1.832, -1.130, -0.047], [-2.143, 0.218, -0.072], [-1.030, 0.934, 0.003], [2.631, 0.034, -0.661], [-0.038, -2.153, 0.107], [-1.120, 2.011, -0.015]], "nbo_charge": [-0.3210, 0.0078, -0.3131, 0.0053, -0.0965, -0.2593, 0.2194, 0.2951, 0.2344, 0.2276], "e_homo_ev": -9.987, "multiplicity": 1, "smiles": "C#Cc1cnoc1"}



Most favorable first, least favorable last: y, w, z, x



w | {"formula": "C5H3NO", "method": "ωB97M-V with the def2-TZVPD basis set", "species": ["C", "C", "C", "C", "O", "N", "C", "H", "H", "H"], "xyz": [[-2.361, 1.600, 0.584], [-1.257, 1.005, 0.293], [-0.320, -0.083, 0.124], [-0.109, -0.900, -0.939], [1.127, -1.399, -0.865], [1.788, -0.878, 0.220], [0.943, -0.084, 0.805], [-0.103, 1.308, -0.132], [-0.728, -1.190, -1.777], [1.205, 0.525, 1.667]], "nbo_charge": [0.2044, -0.6718, -0.2382, 0.1527, -0.2523, -0.0807, -0.0406, 0.4551, 0.2310, 0.2405], "e_homo_ev": -9.755, "multiplicity": 1}



x | {"formula": "C5H3NO", "method": "ωB97M-V with the def2-TZVPD basis set", "species": ["C", "C", "C", "N", "H", "C", "C", "O", "H", "H"], "xyz": [[1.142, 1.866, 0.485], [0.579, 1.834, 1.549], [-0.001, 1.839, 2.786], [-0.472, 1.838, 3.833], [1.603, 1.884, -0.458], [-0.942, -0.819, 0.071], [-1.547, 0.167, 0.640], [-2.125, 1.049, 1.127], [-0.823, -0.857, -0.995], [-0.547, -1.636, 0.642]], "nbo_charge": [-0.0711, -0.1499, 0.2106, -0.2367, 0.2397, -0.7958, 0.7279, -0.4552, 0.2637, 0.2668], "e_homo_ev": -9.496, "multiplicity": 1, "smiles": "C#CC#N.C=C=O"}



Most favorable first, least favorable last: x, w



w | {"formula": "C5H3NO", "method": "ωB97M-V with the def2-TZVPD basis set", "species": ["C", "C", "C", "C", "N", "O", "C", "H", "H", "H"], "xyz": [[2.542, 0.191, 0.086], [1.343, 0.284, 0.144], [-0.069, 0.139, 0.093], [-0.727, -1.117, -0.069], [-2.015, -0.982, -0.191], [-2.253, 0.373, -0.112], [-1.099, 1.024, 0.054], [3.579, 0.012, -0.066], [-0.263, -2.094, -0.102], [-1.162, 2.101, 0.119]], "nbo_charge": [-0.1901, -0.0311, -0.2657, -0.0042, -0.1050, -0.2673, 0.1764, 0.2384, 0.2276, 0.2209], "e_homo_ev": -9.508, "multiplicity": 1, "smiles": "C#Cc1cnoc1"}



x | {"formula": "C5H3NO", "method": "ωB97M-V with the def2-TZVPD basis set", "species": ["C", "C", "C", "C", "O", "C", "N", "H", "H", "H"], "xyz": [[-1.648, 1.518, -0.881], [-0.634, 0.883, -1.004], [0.513, 0.054, -0.646], [0.235, -0.468, 0.767], [-0.645, -0.067, 1.482], [1.119, -1.533, 1.289], [1.739, -2.374, 1.785], [-2.547, 2.070, -0.719], [0.718, -0.777, -1.333], [1.432, 0.656, -0.612]], "nbo_charge": [-0.1622, -0.0441, -0.5652, 0.5033, -0.4276, 0.1580, -0.2344, 0.2400, 0.2624, 0.2699], "e_homo_ev": -10.749, "multiplicity": 1, "smiles": "C#CCC(=O)C#N"}



y | {"formula": "C5H3NO", "method": "ωB97M-V with the def2-TZVPD basis set", "species": ["N", "C", "C", "C", "C", "C", "O", "H", "H", "H"], "xyz": [[-2.164, 2.656, 0.837], [-1.176, 2.053, 0.816], [0.077, 1.366, 0.706], [0.234, 0.395, -0.156], [0.390, -0.633, -0.948], [0.371, -2.001, -0.346], [0.218, -2.203, 0.834], [0.908, 1.704, 1.322], [0.585, -0.508, -2.011], [0.557, -2.829, -1.054]], "nbo_charge": [-0.2840, 0.2598, -0.4026, 0.2739, -0.4073, 0.4063, -0.4944, 0.2737, 0.2499, 0.1246], "e_homo_ev": -10.460, "multiplicity": 1, "smiles": "N#CC=C=CC=O"}



Most favorable first, least favorable last: y, x, w



w | {"formula": "C5H12NO", "method": "ωB97M-V with the def2-TZVPD basis set", "species": ["C", "N", "C", "C", "C", "C", "O", "H", "H", "H", "H", "H", "H", "H", "H", "H", "H", "H", "H"], "xyz": [[1.565, 1.494, -1.718], [0.775, 0.894, -0.976], [-0.551, 0.413, -1.385], [-1.137, -0.696, -0.500], [-1.079, -0.460, 1.038], [0.040, -1.148, 1.804], [1.274, -0.302, 1.710], [2.460, 2.010, -1.313], [1.437, 1.674, -2.784], [1.021, 0.761, 0.026], [-0.437, 0.107, -2.413], [-1.281, 1.221, -1.398], [-0.721, -1.645, -0.784], [-2.191, -0.706, -0.667], [-1.046, 0.627, 1.198], [-2.008, -0.765, 1.505], [0.445, -1.999, 1.260], [-0.194, -1.375, 2.830], [1.629, -0.105, 2.570]], "nbo_charge": [0.1274, -0.3950, -0.2448, -0.4175, -0.4445, -0.0696, -0.7936, 0.2324, 0.2256, 0.4796, 0.2321, 0.2406, 0.2234, 0.2462, 0.2130, 0.2452, 0.1946, 0.2071, 0.4977], "total_charge": 1, "e_homo_ev": -14.386, "multiplicity": 1, "smiles": "C=[NH+]CCCCO"}



x | {"formula": "C5H12NO", "method": "ωB97M-V with the def2-TZVPD basis set", "species": ["C", "C", "C", "C", "C", "N", "H", "H", "H", "H", "H", "H", "H", "H", "H", "H", "H", "H", "O"], "xyz": [[-1.136, 1.180, -0.233], [-1.264, -0.292, 0.117], [-0.449, -1.223, -0.721], [-0.869, -2.206, -1.519], [1.767, -0.310, -0.056], [0.987, -1.199, -0.536], [-0.957, 1.379, -1.289], [-1.943, 1.793, 0.161], [-0.278, 1.662, 0.254], [-1.107, -0.482, 1.181], [-2.292, -0.602, -0.090], [-1.920, -2.409, -1.649], [-0.117, -2.802, -2.015], [2.798, -0.505, 0.214], [1.481, 0.734, 0.046], [1.475, -2.033, -0.845], [1.772, 2.033, 2.776], [0.814, 3.061, 2.200], [1.237, 2.221, 2.001]], "nbo_charge": [-0.6282, -0.4648, 0.1383, -0.2992, 0.1137, -0.4090, 0.2211, 0.2462, 0.2175, 0.2408, 0.2465, 0.2469, 0.2086, 0.2291, 0.2514, 0.4345, 0.4847, 0.4904, -0.9684], "total_charge": 1, "e_homo_ev": -14.467, "multiplicity": 1}



Most favorable first, least favorable last: w, x



w | {"formula": "C3H5OP", "method": "ωB97M-V with the def2-TZVPD basis set", "species": ["C", "C", "P", "C", "O", "H", "H", "H", "H", "H"], "xyz": [[-1.977, -1.142, -0.642], [-1.315, -0.375, 0.014], [-0.073, 0.697, 0.691], [1.372, 0.138, -0.247], [-0.196, 2.218, 0.588], [-2.566, -1.848, -0.983], [-0.244, 0.343, 2.031], [1.199, -0.939, -0.529], [1.462, 0.771, -1.158], [2.338, 0.137, 0.235]], "nbo_charge": [-0.1039, -0.4382, 1.6687, -0.9947, -1.0575, 0.2094, -0.0649, 0.2471, 0.2768, 0.2573], "e_homo_ev": -10.113, "multiplicity": 1, "smiles": "C#C[P@@H](C)=O"}



x | {"formula": "C3H5OP", "method": "ωB97M-V with the def2-TZVPD basis set", "species": ["C", "C", "C", "O", "P", "H", "H", "H", "H", "H"], "xyz": [[0.249, -0.466, 0.663], [1.225, -0.150, -0.422], [-0.767, 0.577, -0.600], [0.470, 0.586, -1.369], [0.100, -1.288, 2.077], [1.909, 0.653, 0.028], [1.887, -0.955, -1.032], [-1.596, -0.078, -0.951], [-0.883, 1.541, -0.107], [-1.103, -0.703, 2.285]], "nbo_charge": [-0.4318, -0.1507, -0.0445, -0.5586, 0.4179, 0.2002, 0.2043, 0.2069, 0.1956, -0.0393], "e_homo_ev": -9.145, "multiplicity": 1}



Most favorable first, least favorable last: w, x



w | {"formula": "C15H17NO4", "method": "ωB97M-V with the def2-TZVPD basis set", "species": ["C", "C", "C", "C", "C", "C", "N", "C", "C", "C", "O", "O", "C", "C", "O", "C", "C", "O", "C", "C", "H", "H", "H", "H", "H", "H", "H", "H", "H", "H", "H", "H", "H", "H", "H", "H", "H"], "xyz": [[5.195, 0.334, 3.006], [5.273, -0.861, 2.066], [4.067, -1.068, 1.189], [4.086, -2.125, 0.271], [3.020, -2.373, -0.561], [1.886, -1.561, -0.499], [0.806, -1.792, -1.321], [-0.302, -1.031, -1.256], [-0.430, 0.013, -0.394], [-1.694, 0.776, -0.355], [-2.133, 1.378, 0.586], [-2.337, 0.708, -1.550], [-3.577, 1.397, -1.629], [-4.710, 0.562, -1.008], [-5.988, 1.081, -1.265], [-6.305, 2.246, -0.536], [0.666, 0.391, 0.508], [0.646, 1.350, 1.255], [1.844, -0.499, 0.410], [2.942, -0.271, 1.243], [6.113, 0.407, 3.584], [5.070, 1.258, 2.447], [4.364, 0.228, 3.699], [6.150, -0.752, 1.419], [5.426, -1.772, 2.655], [4.960, -2.758, 0.217], [3.051, -3.194, -1.264], [0.854, -2.566, -1.969], [-1.110, -1.297, -1.923], [-3.485, 2.357, -1.110], [-3.767, 1.558, -2.692], [-4.702, -0.435, -1.458], [-4.534, 0.471, 0.073], [-5.746, 3.117, -0.894], [-7.369, 2.417, -0.687], [-6.103, 2.109, 0.532], [2.861, 0.559, 1.926]], "nbo_charge": [-0.6064, -0.4183, -0.0192, -0.1748, -0.2499, 0.2329, -0.5431, 0.1272, -0.3529, 0.7794, -0.5641, -0.5262, -0.1045, -0.0851, -0.5322, -0.2513, 0.5898, -0.5756, -0.2105, -0.1584, 0.2145, 0.2098, 0.2096, 0.2107, 0.2115, 0.2135, 0.2068, 0.4101, 0.2287, 0.1993, 0.1933, 0.1839, 0.1798, 0.1646, 0.1932, 0.1710, 0.2427], "e_homo_ev": -8.478, "multiplicity": 1, "smiles": "CCc1ccc2[nH]cc(C(=O)OCCOC)c(=O)c2c1"}



x | {"formula": "C15H17NO4", "method": "ωB97M-V with the def2-TZVPD basis set", "species": ["C", "C", "C", "C", "O", "N", "C", "C", "C", "O", "O", "C", "C", "O", "C", "C", "C", "C", "C", "C", "H", "H", "H", "H", "H", "H", "H", "H", "H", "H", "H", "H", "H", "H", "H", "H", "H"], "xyz": [[3.329, 1.329, 2.738], [2.367, 1.337, 1.557], [2.836, 0.385, 0.450], [1.864, 0.387, -0.715], [2.096, 0.913, -1.777], [0.702, -0.265, -0.399], [-0.472, -0.408, -1.109], [-1.661, -0.807, -0.518], [-2.008, -1.110, 0.863], [-3.107, -1.403, 1.257], [-0.923, -1.027, 1.684], [-1.162, -1.254, 3.075], [-1.622, 0.017, 3.774], [-2.664, -0.900, -1.441], [-2.131, -0.566, -2.627], [-2.790, -0.535, -3.849], [-2.050, -0.178, -4.955], [-0.693, 0.141, -4.850], [-0.035, 0.113, -3.642], [-0.760, -0.244, -2.502], [4.323, 1.636, 2.423], [3.398, 0.332, 3.169], [2.987, 2.014, 3.511], [1.371, 1.047, 1.899], [2.296, 2.348, 1.149], [3.809, 0.710, 0.079], [2.932, -0.627, 0.848], [0.609, -0.586, 0.558], [-0.206, -1.602, 3.474], [-1.917, -2.038, 3.179], [-0.892, 0.812, 3.641], [-2.575, 0.340, 3.362], [-1.746, -0.177, 4.835], [-3.837, -0.783, -3.912], [-2.527, -0.142, -5.923], [-0.150, 0.416, -5.742], [1.007, 0.373, -3.562]], "nbo_charge": [-0.6015, -0.3851, -0.4943, 0.7007, -0.5991, -0.6208, 0.1671, 0.0846, 0.7423, -0.5736, -0.5450, -0.0734, -0.6341, -0.3793, 0.2954, -0.2490, -0.1868, -0.2356, -0.1869, -0.0889, 0.2065, 0.2003, 0.2130, 0.1925, 0.2107, 0.2329, 0.2119, 0.4312, 0.1869, 0.2085, 0.2071, 0.2266, 0.2193, 0.2283, 0.2161, 0.2157, 0.2560], "e_homo_ev": -8.305, "multiplicity": 1, "smiles": "CCCC(=O)Nc1c(C(=O)OCC)oc2ccccc12"}



Most favorable first, least favorable last: x, w